C9H24BIO3P | ωB97M-V/def2-TZVPD

Structure (XYZ):
```
39
Properties=species:S:1:pos:R:3
C -4.13388 4.13410 2.08980
C -3.06745 4.12322 1.00436
O -3.42868 3.36213 -0.14292
C -3.19859 2.01172 -0.00949
P -1.37805 1.54412 -0.04845
I 0.02816 3.28485 -0.88124
B -0.87687 0.91358 1.73540
O -1.57688 -0.15796 2.12320
O 0.08066 1.49408 2.49160
H -3.94197 3.40177 2.86309
H -4.09140 5.09641 2.58028
H -5.13083 4.00624 1.69341
H -2.90600 5.13181 0.65576
H -2.12021 3.79601 1.44253
H -3.65789 1.57806 0.87681
H -3.63959 1.51170 -0.86254
H -1.29857 0.42992 -0.89560
H -1.85817 -0.10473 3.05224
H -0.18446 2.30441 2.95949
C 1.57126 -1.03018 0.74165
C 1.94313 -0.90462 -0.73356
C 1.31769 -1.98846 -1.61136
C 1.74460 -3.41647 -1.26986
C 3.25152 -3.66408 -1.32488
C 3.85248 -3.44893 -2.71122
H 1.91481 -1.96832 1.17447
H 2.01825 -0.22024 1.32091
H 0.48410 -0.98450 0.86722
H 3.02944 -0.91214 -0.83778
H 1.61040 0.07370 -1.10329
H 1.55377 -1.77553 -2.65677
H 0.22468 -1.92644 -1.53197
H 1.24662 -4.09976 -1.96307
H 1.37689 -3.68142 -0.27445
H 3.44060 -4.69350 -1.01413
H 3.76756 -3.02976 -0.59850
H 3.38266 -4.10699 -3.44408
H 4.92070 -3.66425 -2.70489
H 3.72949 -2.41957 -3.05218
```

Summary:
Energy, eV: -33925.9540
LUMO energy, eV: -4.47
Max |F|, eV/Å: 1.3
HOMO energy, eV: -13.22
M, g mol⁻¹: 348.98
Orbital gap, eV: 8.7
Charge: +1



CH5OS | ωB97M-V/def2-TZVPD

Structure (XYZ):
```
8
Properties=species:S:1:pos:R:3
O -1.56988 -0.01931 -2.22960
H -0.59783 -0.13337 -2.22853
C 0.95116 -1.07024 0.86794
S 0.40014 0.68583 0.83926
H 0.54105 -1.47359 1.80897
H 1.93069 -1.40311 0.45501
H 0.20570 -1.58144 0.24193
H -1.56581 0.18495 -1.27160
```

Summary:
Energy, eV: -14001.2551
LUMO energy, eV: 4.49
Max |F|, eV/Å: 2.2
Relative energy (zero: lowest compared OMol25 entry of this formula, charge and spin), eV: 0.551
HOMO energy, eV: -2.37
M, g mol⁻¹: 65.12
Orbital gap, eV: 6.9
Charge: -1



C57H75Br6HfN8O13 | ωB97M-V/def2-TZVPD

Structure (XYZ):
```
160
Properties=species:S:1:pos:R:3
Hf -2.63260 -0.06349 2.81192
C -3.92205 1.67609 -1.96422
C -3.67132 2.76492 -0.83170
C -4.11665 4.10756 -1.38104
C -5.52318 4.31388 -1.24079
C -5.90251 4.24570 0.29510
C -5.74387 2.79117 0.77031
N -4.32530 2.36618 0.46284
O -3.83702 1.04304 0.98028
C -6.78207 1.82709 0.16178
C -5.84025 2.80131 2.32240
C -2.16310 2.96475 -0.65574
H -3.32684 1.86615 -2.85736
H -4.95554 1.56391 -2.29195
H -3.66878 0.65926 -1.66420
H -3.90706 4.29443 -2.43426
H -3.58522 4.83029 -0.76190
H -6.14897 3.67011 -1.85888
H -5.77772 5.32364 -1.56283
H -6.92976 4.56674 0.46769
H -5.17114 4.80259 0.88084
H -6.95807 1.00642 0.85722
H -6.57362 1.33671 -0.78910
H -7.73000 2.36482 0.18181
H -5.68881 1.87114 2.87008
H -6.80100 3.18448 2.66630
H -5.01659 3.36750 2.75727
H -1.64312 3.43104 -1.49257
H -1.64371 2.03212 -0.43539
H -2.02603 3.68744 0.14864
C -0.89291 -1.05899 -1.55584
C 0.48105 -0.63058 -0.92700
C 1.12647 0.26421 -2.01306
C 2.29938 0.94847 -1.45400
C 1.90235 1.80955 -0.23490
C 1.19776 1.03457 0.94587
N 0.15407 0.18397 0.32579
O -0.78620 -0.37315 1.24341
C 0.55012 2.12257 1.84094
C 2.24954 0.29999 1.77646
C 1.37848 -1.94301 -0.69032
H -1.53755 -0.21244 -1.79229
H -1.43458 -1.66732 -0.83153
H -0.70822 -1.67874 -2.43329
H 0.40344 1.04346 -2.25406
H 1.42876 -0.20622 -2.94870
H 2.89349 1.45930 -2.21176
H 3.03011 0.20176 -1.14322
H 1.25294 2.62926 -0.54223
H 2.76727 2.33036 0.17592
H 0.18001 1.83936 2.82628
H -0.27867 2.60964 1.32717
H 1.22848 2.95300 2.03668
H 2.99433 0.94619 2.24100
H 2.92830 -0.35533 1.23063
H 1.77254 -0.26501 2.57732
H 2.27910 -1.87537 -1.30057
H 0.90570 -2.78080 -1.20285
H 1.74048 -2.08453 0.32802
C -2.52112 3.04147 6.15630
C -2.61621 3.22317 4.60925
C -1.48229 4.18212 4.22067
O -2.52216 2.03293 3.88730
H -3.24959 2.36483 6.60307
H -2.76717 3.93471 6.73048
H -1.50552 2.74606 6.41978
H -3.58364 3.70166 4.45685
H -1.58935 5.18488 4.63432
H -1.52062 4.36422 3.14667
H -0.50116 3.78191 4.47619
N 1.42414 -5.13148 -5.00055
C 0.49033 -5.22716 -3.98114
C -0.03714 -3.95781 -3.74479
C 0.60828 -3.11360 -4.65897
C 1.47352 -3.82176 -5.44005
H 1.87759 -5.89900 -5.47532
H 0.21413 -6.14524 -3.48392
H -0.77042 -3.60804 -3.03320
H 0.39687 -2.05492 -4.68909
H 2.21667 -3.54661 -6.17383
C 2.06343 6.14330 3.41742
Br 1.86747 5.71915 5.32093
Br 2.93732 4.65027 2.50976
Br 3.11485 7.76288 3.17057
H 1.05936 6.28611 3.01796
C -1.03467 2.15367 -5.56320
Br -0.03636 0.41902 -5.47582
Br -0.98664 3.12295 -7.23868
Br -0.28676 3.32680 -4.07966
H -2.08887 1.96606 -5.35928
C 1.67960 -5.81812 1.92166
C 1.14365 -4.73852 1.19534
C -0.01119 -4.01390 1.66184
C -0.56188 -4.42400 2.90462
C -0.03562 -5.55280 3.55167
C 1.10091 -6.19578 3.09570
N -1.69828 -3.67515 3.54131
O -1.92165 -2.57295 3.08513
O -2.24698 -4.18623 4.54108
H 2.52188 -6.35914 1.51638
H 1.61651 -4.51527 0.25038
H -0.24852 -3.11135 1.11824
H -0.45758 -5.94672 4.46445
H 1.47032 -7.01470 3.69511
C 4.85679 2.67509 -4.10216
C 4.93779 3.69672 -5.01181
C 6.14617 4.42316 -5.25116
C 7.27428 3.91223 -4.63981
C 7.19438 2.88329 -3.68448
C 6.02097 2.16445 -3.51647
N 8.56478 4.56376 -4.91177
O 9.59487 4.09225 -4.47679
O 8.59671 5.64873 -5.47478
H 3.93000 2.15652 -3.90585
H 4.02172 3.91341 -5.54120
H 6.23831 5.10093 -6.08695
H 8.00980 2.43727 -3.13440
H 6.04037 1.31599 -2.84853
C -6.68667 -2.32285 -2.73073
C -5.81691 -3.44344 -2.77821
C -4.86782 -3.62980 -1.78758
C -4.65951 -2.68202 -0.81043
C -5.52338 -1.48192 -0.85128
C -6.54235 -1.39684 -1.77745
N -3.66848 -2.80366 0.28582
O -3.34505 -1.89236 1.01216
O -3.10347 -3.84687 0.43636
H -7.32394 -2.07612 -3.56705
H -5.85361 -4.14427 -3.59911
H -4.35149 -4.57691 -1.73489
H -5.38064 -0.69878 -0.12141
H -7.02130 -0.43218 -1.85765
C 4.10405 -4.57575 -2.08879
C 5.46914 -4.57498 -1.90558
C 6.19488 -5.63950 -1.40129
C 5.51541 -6.76170 -0.98445
C 4.14994 -6.82660 -1.19113
C 3.42245 -5.75979 -1.74353
N 6.25756 -7.88953 -0.43221
O 7.39995 -8.16235 -0.68726
O 5.70087 -8.59277 0.40503
H 3.51743 -3.80431 -2.56541
H 6.00406 -3.78629 -2.41374
H 7.27141 -5.55658 -1.37632
H 3.63278 -7.72830 -0.89809
H 2.35384 -5.70844 -1.89132
C 3.43165 2.00483 5.73319
C 3.79938 0.73983 5.35435
C 2.83114 -0.15741 4.90025
C 1.47829 0.15237 5.06240
C 1.06909 1.43422 5.51575
C 2.06947 2.33377 5.95140
N 0.43245 -0.85839 4.69135
O -0.66041 -0.51062 4.29837
O 0.75143 -2.03598 4.71770
H 4.24044 2.66243 6.01570
H 4.86056 0.54186 5.32096
H 3.09365 -1.13141 4.51450
H 0.00358 1.57978 5.61531
H 1.83354 3.33676 6.27505
```

Summary:
Energy, eV: -520402.3508
LUMO energy (alpha / beta), eV: -1.28 / -1.27
Max |F|, eV/Å: 6.5
2S+1: 2
HOMO energy (alpha / beta), eV: -6.30 / -6.48
M, g mol⁻¹: 1738.18
Orbital gap (alpha / beta), eV: 5.0 / 5.2



C22H38N4O3S3 | ωB97M-V/def2-TZVPD

Structure (XYZ):
```
70
Properties=species:S:1:pos:R:3
C 4.30325 5.02943 3.22488
S 5.95434 5.63687 2.69049
O 5.80395 6.95514 1.95641
C 6.40023 4.43587 1.33278
H 3.79064 4.56506 2.38244
H 3.60776 5.73456 3.68005
H 4.44399 4.16986 3.88019
H 6.35235 3.39152 1.64121
H 7.30874 4.72537 0.80468
H 5.65667 4.64972 0.56499
C 2.69194 3.23675 -4.89019
S 4.33764 2.66639 -5.50419
O 5.37517 2.97129 -4.47979
C 4.07744 0.77283 -5.47574
H 2.13704 3.17330 -5.82623
H 2.80025 4.23292 -4.46123
H 2.34955 2.54341 -4.12199
H 4.87394 0.10878 -5.81150
H 3.13091 0.49223 -5.93776
H 3.79857 0.46265 -4.46870
C 0.15465 1.30587 0.44087
S 0.45311 -0.41627 0.56830
O 0.68897 -0.88924 -0.86362
C 2.15650 -0.30484 1.23478
H 0.86803 1.76943 -0.24052
H 0.22706 1.85077 1.38212
H -0.79586 1.35633 -0.09025
H 2.38961 -1.26133 1.70262
H 2.06351 0.51774 1.94388
H 2.87997 -0.09328 0.44741
N 1.96137 -5.29068 -3.62254
C 2.79647 -6.12675 -2.88064
C 3.01238 -7.19779 -3.72517
C 2.13385 -7.11721 -4.82949
C 1.60252 -5.88355 -4.79132
H 1.49713 -4.55145 -3.11448
H 3.10625 -5.83950 -1.88670
H 3.44630 -8.16145 -3.50275
H 2.00289 -7.92627 -5.53283
H 0.87951 -5.38049 -5.41627
N -3.49044 7.25534 3.28707
C -3.68162 6.39378 2.19265
C -4.55232 5.38705 2.51461
C -4.85579 5.66067 3.85798
C -4.14343 6.69356 4.34804
H -2.84623 8.03297 3.26718
H -2.98783 6.44526 1.36658
H -4.88014 4.62021 1.82838
H -5.62603 5.16128 4.42696
H -4.06062 7.21694 5.28912
N -1.61542 -7.17883 4.20923
C -0.82222 -7.02827 3.10785
C 0.23146 -6.24956 3.42580
C 0.04420 -5.83701 4.81799
C -1.07212 -6.56745 5.28707
H -2.36543 -7.85509 4.19324
H -0.91419 -7.54249 2.16259
H 1.04588 -5.91340 2.80119
H 0.68816 -5.11642 5.30014
H -1.60449 -6.56186 6.22672
N -7.29173 0.25062 -1.68846
C -6.37604 -0.66083 -1.31315
C -7.04858 -1.80723 -0.78621
C -8.42091 -1.43525 -0.91090
C -8.55105 -0.09326 -1.36595
H -7.08647 1.06114 -2.25505
H -5.30960 -0.59672 -1.47129
H -6.49557 -2.69146 -0.50563
H -9.27583 -1.97645 -0.53324
H -9.35406 0.61909 -1.48480
```

Summary:
Energy, eV: -68032.2075
LUMO energy, eV: 0.06
Max |F|, eV/Å: 3.6
Relative energy (zero: lowest compared OMol25 entry of this formula, charge and spin), eV: 3.125
HOMO energy, eV: -8.17
M, g mol⁻¹: 502.77
Orbital gap, eV: 8.2



C3H4F2N2 | ωB97M-V/def2-TZVPD

Structure (XYZ):
```
11
Properties=species:S:1:pos:R:3
C 0.98299 -0.72695 -0.02160
C -0.34488 -0.27566 -0.35746
C 1.86675 1.26329 -0.26990
N 2.06674 -0.11703 0.11733
N 0.74165 1.91577 0.17174
F 3.07824 1.85468 -0.03794
F 1.94611 1.16762 -1.67907
H 0.86568 -1.85680 -0.00418
H -0.66885 -0.13163 -1.35018
H -1.11365 -0.18181 0.37693
H 0.49698 2.59357 -0.66152
```

Summary:
Energy, eV: -11586.7417
LUMO energy (alpha / beta), eV: -1.80 / -0.99
Max |F|, eV/Å: 3.4
Relative energy (zero: lowest compared OMol25 entry of this formula, charge and spin), eV: 3.365
HOMO energy (alpha / beta), eV: -9.77 / -10.96
M, g mol⁻¹: 106.07
Orbital gap (alpha / beta), eV: 8.0 / 10.0



C19H35BCuN7O4 | ωB97M-V/def2-TZVPD

Structure (XYZ):
```
67
Properties=species:S:1:pos:R:3
Cu 0.54426 0.80654 1.38151
C 1.34655 4.17127 4.64520
N 0.06354 4.21126 3.97416
C -0.95312 5.11583 4.46642
C -0.11340 3.40086 2.89663
N 0.79636 2.62260 2.42248
N -1.36128 3.43644 2.31563
C -1.78101 2.66545 1.24652
N -3.12753 2.45757 1.20363
N -0.94904 2.28977 0.35210
H 1.32562 4.81863 5.51532
H 2.14826 4.51475 3.98486
H 1.56706 3.15531 4.98337
H -0.59683 5.58023 5.38184
H -1.87756 4.58966 4.71787
H -1.17770 5.90969 3.74838
H 1.69582 2.68084 2.88077
H -2.08193 3.90970 2.83679
H -3.68993 2.56342 2.03282
H -3.44892 1.76123 0.55179
H -1.35605 1.72379 -0.38345
C 3.91682 1.67705 -1.00458
C 2.59172 1.72042 -0.29057
N 1.70017 2.58731 -0.74728
O 2.38164 0.96117 0.66234
H 4.29568 2.67683 -1.20166
H 3.77977 1.17018 -1.95792
H 4.63090 1.10849 -0.41526
H 1.90675 3.15763 -1.54983
H 0.76717 2.60875 -0.32632
C -0.12609 -2.58248 3.36198
N 0.43403 -1.51094 4.14909
C 1.47626 -1.87611 5.07646
C 0.13106 -0.24981 3.88913
O -0.61555 0.14239 2.98660
H -0.59862 -3.30467 4.02877
H 0.65426 -3.07863 2.78313
H -0.85884 -2.15476 2.68268
H 1.22787 -2.82521 5.55011
H 1.59112 -1.11462 5.84689
H 2.42569 -1.99291 4.54479
H 0.61425 0.47059 4.56856
C -2.46994 -2.42654 -5.68933
C -1.08051 -3.02335 -5.43075
C -0.02675 -2.27865 -6.26055
C -1.10472 -4.48050 -5.89853
C -0.73523 -2.88030 -3.95334
C -0.41913 -3.97647 -3.15043
C -0.07418 -3.85956 -1.81039
C -0.05730 -2.58862 -1.27685
O 0.23769 -2.15655 -0.01479
B 0.10139 -0.77964 -0.01947
O -0.28777 -0.35750 -1.29024
C -0.37963 -1.48077 -2.06449
C -0.71711 -1.60084 -3.39443
H -2.76234 -2.60338 -6.72153
H -2.48901 -1.35548 -5.51301
H -3.20289 -2.89498 -5.03688
H -0.24451 -2.38402 -7.32028
H 0.95948 -2.69318 -6.06711
H -0.00480 -1.21957 -6.02309
H -1.35135 -4.52170 -6.95772
H -1.85831 -5.04906 -5.35929
H -0.13262 -4.94886 -5.76887
H -0.43206 -4.96665 -3.57342
H 0.18053 -4.72778 -1.22302
H -0.94817 -0.72153 -3.97395
```

Summary:
Energy, eV: -84206.1893
LUMO energy (alpha / beta), eV: -2.06 / -2.62
Max |F|, eV/Å: 1.2
2S+1: 2
HOMO energy (alpha / beta), eV: -10.16 / -10.26
M, g mol⁻¹: 499.89
Orbital gap (alpha / beta), eV: 8.1 / 7.6
Charge: +1



Question: Among the records above, which one has the lowest energy?
Answer: C57H75Br6HfN8O13